# 1
{"formula": "C4H12", "method": "ωB97M-V/def2-TZVPD", "smiles": "CC.CC", "homo_ev": -11.771, "e_above_lowest_ev": 0.093, "e_tot_ev": -4342.4350, "total_charge": 0, "multiplicity": 1, "symbols": ["C", "C", "H", "H", "H", "H", "H", "H", "C", "C", "H", "H", "H", "H", "H", "H"], "coordinates": [[0.93599, 1.52552, 1.52151], [2.27766, 0.93862, 1.98013], [0.26896, 0.69503, 1.28306], [0.47316, 2.12074, 2.30262], [1.05356, 2.10456, 0.60778], [2.30497, 0.68980, 3.04033], [3.10104, 1.63276, 1.78588], [2.51231, 0.03991, 1.41226], [-1.10912, -1.21859, -1.17113], [-2.10144, -1.21885, -2.33286], [-0.60279, -0.25570, -1.10489], [-1.63115, -1.34618, -0.21900], [-0.30075, -1.95177, -1.21995], [-2.54404, -2.21071, -2.44980], [-1.62933, -0.92530, -3.26851], [-2.89820, -0.51389, -2.10960]], "atomic_forces_ev_per_a": [[0.2, -0.7, 0.1], [0.3, 0.3, -0.3], [-0.2, 0.1, 0.1], [-0.1, 0.2, -0.1], [0.0, 0.2, 0.1], [-0.1, 0.0, 0.0], [-0.1, 0.0, 0.2], [0.0, -0.1, 0.0], [0.2, 0.4, 0.3], [0.3, -0.3, 0.4], [0.0, 0.2, 0.0], [0.1, -0.1, -0.1], [-0.3, -0.2, -0.2], [0.0, 0.1, -0.1], [0.0, 0.0, -0.1], [-0.1, 0.1, -0.1]]}

=====

# 2
{"formula": "C4H12", "method": "ωB97M-V/def2-TZVPD", "smiles": "CC.CC", "homo_ev": -11.828, "e_above_lowest_ev": 0.149, "e_tot_ev": -4342.3797, "total_charge": 0, "multiplicity": 1, "symbols": ["C", "C", "H", "H", "H", "H", "H", "H", "C", "C", "H", "H", "H", "H", "H", "H"], "coordinates": [[1.82102, -0.86211, 0.86502], [0.90122, -0.52746, 2.05935], [2.65405, -1.45779, 1.23333], [1.28421, -1.46387, 0.13004], [2.25577, 0.01849, 0.38725], [0.98531, 0.53341, 2.29880], [1.14444, -1.13751, 2.91865], [-0.15075, -0.65778, 1.77643], [-1.76169, 0.15693, -1.08975], [-0.93866, 1.22928, -1.80894], [-2.51856, -0.22729, -1.77648], [-1.16912, -0.66383, -0.68916], [-2.28675, 0.61661, -0.25238], [-0.49459, 0.80290, -2.72068], [-1.59898, 2.03478, -2.13821], [-0.12693, 1.60524, -1.19325]], "atomic_forces_ev_per_a": [[0.0, -0.3, 0.4], [-0.2, 0.6, -1.0], [0.1, -0.1, -0.2], [0.2, 0.1, -0.1], [-0.3, -0.1, 0.0], [0.1, -0.1, 0.3], [-0.1, 0.0, 0.2], [0.2, -0.2, 0.2], [-0.2, 0.5, 0.0], [0.0, -0.7, -0.5], [0.0, -0.2, 0.1], [0.1, 0.0, -0.2], [-0.1, -0.1, 0.1], [0.0, 0.2, 0.2], [0.2, 0.1, 0.2], [0.0, 0.2, 0.1]]}

=====

# 3
{"formula": "C4H12", "method": "ωB97M-V/def2-TZVPD", "smiles": "CC.CC", "homo_ev": -11.193, "e_above_lowest_ev": 0.646, "e_tot_ev": -4341.8823, "total_charge": 0, "multiplicity": 1, "symbols": ["C", "C", "H", "H", "H", "H", "H", "H", "C", "C", "H", "H", "H", "H", "H", "H"], "coordinates": [[-1.84699, -0.59885, -0.84449], [-1.87395, -2.01360, -1.40417], [-1.15652, -0.02642, -1.45562], [-2.85138, -0.13844, -0.79918], [-1.78719, -0.52514, 0.24656], [-2.30635, -1.98425, -2.41122], [-0.86076, -2.36415, -1.59378], [-2.53535, -2.64970, -0.81957], [1.74415, 0.62711, 1.46729], [1.99617, 1.96979, 0.79661], [2.55691, -0.07104, 1.26166], [1.77517, 0.70068, 2.55465], [0.81614, 0.19301, 1.09834], [2.90492, 1.93753, 0.18899], [1.28945, 2.31420, 0.02611], [2.00293, 2.83306, 1.46320]], "atomic_forces_ev_per_a": [[-1.5, 0.1, 0.6], [-0.5, 0.6, -0.6], [0.0, 0.6, 0.6], [0.1, -0.1, -1.3], [1.6, -0.3, -0.1], [-0.1, 0.1, 0.1], [-0.1, -0.5, 0.6], [0.5, -0.4, 0.1], [0.2, -0.1, -0.1], [0.1, 0.9, -1.1], [-0.1, 0.0, -0.3], [-0.5, 0.1, 0.0], [0.0, -0.2, 0.4], [0.3, 0.2, 0.5], [-0.4, -0.7, 0.3], [0.4, -0.2, 0.2]]}